# C4H11NO2

2 unconnected molecules or ions with the total composition C4H11NO2 in a non-equilibrium geometry (ωB97M-V/def2-TZVPD, the OMol25 dataset).

XYZ file:
```
18
Properties=species:S:1:pos:R:3:forces:R:3
C -1.7768 0.5186 0.9068 0.00 2.19 1.46
C -0.6954 -0.8353 -1.1407 3.99 0.86 -1.32
O -1.4611 -0.3620 1.8690 -0.02 -0.22 -0.40
O -1.2469 1.6134 0.7921 -1.28 -1.69 0.34
H -0.6489 -0.0744 2.3180 -0.14 0.14 -0.12
H 0.2283 1.6204 -0.1491 1.92 -0.10 -1.40
H -2.7037 0.2335 0.4018 0.27 -0.22 -0.17
H -0.3087 -1.3029 -2.0458 -0.66 -0.09 -0.20
H -1.1103 -1.6470 -0.5522 0.19 0.44 0.72
H -1.3768 -0.0377 -1.4449 0.22 -0.07 0.38
C 1.4301 -0.8086 0.4693 0.03 0.06 -0.15
C 1.0614 1.1582 -0.8135 -2.37 2.12 1.21
N 0.9116 -0.2387 -0.7520 -2.53 -3.09 -0.21
H 1.1733 -0.2224 1.3667 -0.01 -0.07 0.12
H 1.0914 -1.8367 0.5889 0.01 0.02 0.06
H 2.5239 -0.8196 0.3998 -0.06 -0.01 0.10
H 2.0004 1.5210 -0.3852 0.16 -0.38 -0.34
H 0.9080 1.5203 -1.8291 0.29 0.12 -0.08
```
Forces are in eV/Å.

Summary:
HOMO level (eV): -7.94
SMILES string: CN(C)C.O=CO
DFT total energy (eV): -9909.0435
Strongest force on any atom (Eh/bohr): 0.0835
Frontier orbital gap (eV): 8.7632
ΔE to the lowest compared entry with this formula, charge and spin (kcal per mole): 73.8
E_LUMO (eV): 0.818